One molecule with the formula C6H9N3O2 at a distorted geometry. Source: the Open Molecules 2025 dataset; level of theory: ωB97M-V/def2-TZVPD.

Properties
Calculated total energy (Ha): -548.76970
HOMO level (eV): -8.7
LUMO energy (eV): 0.5
Gap between HOMO and LUMO (Ha): 0.336
Relative energy (zero: lowest compared OMol25 entry of this formula, charge and spin) (kcal/mol): 32.43
Maximum force (eV/A): 3.081
SMILES string: Cn1nc(CN)c(O)cc1=O

Last column: Löwdin charge in e.
Atoms and positions in Å:
C: -1.1892 2.3344 1.6277  -0.02
N: -0.8793 1.3459 0.6156  -0.11
N: 0.1237 0.5287 0.9055  0.13
C: 0.5151 -0.3746 0.0844  -0.18
C: 1.7281 -1.2003 0.4086  -0.19
N: 1.7005 -2.5028 -0.2614  -0.01
C: -0.2228 -0.5415 -1.2856  -0.23
O: 0.1306 -1.4990 -2.1392  0.06
C: -1.2209 0.3400 -1.5261  0.07
C: -1.5966 1.3635 -0.5810  -0.45
O: -2.4694 2.1957 -0.7587  0.04
H: -1.2200 1.8634 2.6070  0.09
H: -0.4421 3.1292 1.6252  0.09
H: -2.1613 2.7597 1.3811  0.08
H: 1.8258 -1.2634 1.5018  0.12
H: 2.6058 -0.6616 0.0334  0.13
H: 1.0825 -3.1507 0.2165  0.10
H: 2.6269 -2.9119 -0.2925  0.09
H: 0.8331 -2.0490 -1.7077  0.06
H: -1.7706 0.2940 -2.4546  0.13